Entry 1:
9
Properties=species:S:1:pos:R:3 method="wB97M-V/def2-TZVPD" lumo_ev=0.743 e_above_lowest_ev=3.633 homo_lumo_gap_ev=9.79 e_homo_ev=-9.0 total_charge=0
O -0.26197 -0.95446 1.14726
H 0.48587 -0.22686 -1.86430
P -0.40019 1.55463 0.02411
H 1.92690 0.10663 0.34314
H -1.40726 1.48885 0.94442
O 0.36079 -0.87602 -1.00851
H 0.14104 -1.90558 1.15086
H -1.13798 0.94859 -0.95066
C 0.29280 -0.13579 0.21367

Entry 2:
15
Properties=species:S:1:pos:R:3 method="wB97M-V/def2-TZVPD" lumo_ev=0.863 e_above_lowest_ev=3.098 smiles=CCPC(O)O homo_lumo_gap_ev=9.46 e_homo_ev=-8.6 total_charge=0
H -1.80283 -1.88141 0.04434
H -3.01477 -0.39142 -0.31071
H 3.35249 1.15533 0.44674
H 1.29825 1.40110 2.51410
H 1.93304 -0.89771 1.01669
O 1.88036 0.72925 2.23198
P -0.16193 0.53337 0.40265
C 1.75994 0.22061 0.93944
H -1.42253 0.49247 -1.86477
H -2.71931 -1.75249 -1.54858
C -1.05350 -0.28252 -1.30266
H 0.25453 1.84903 -0.01899
H -0.59421 -0.89968 -1.96756
C -2.18489 -1.16775 -0.68899
O 2.47535 0.89182 0.10632

Entry 3:
40
Properties=species:S:1:pos:R:3 method="wB97M-V/def2-TZVPD" lumo_ev=-0.694 homo_lumo_gap_ev=5.97 e_homo_ev=-6.7 total_charge=0
H -1.50470 -3.10938 1.09794
C 1.17232 4.22084 2.30234
H -3.96467 -1.03001 -0.54764
H -2.41617 -3.10478 -2.12724
C -0.27726 -1.67201 -1.65236
H -0.63652 -0.82015 -2.22918
H -0.17412 -2.50328 -2.35231
H 2.80100 2.46802 -1.13995
O 1.05879 1.61490 -0.44594
N -0.76610 -2.86338 0.44337
O 1.83061 3.80023 -0.05615
H 0.46059 5.12630 0.50647
H -0.05876 3.45281 0.68196
C 1.06891 -1.35062 -0.99910
H -5.42805 -1.44495 -2.27138
O -4.72272 -2.08208 -2.18077
C 2.09586 2.39034 -0.27963
H 1.23953 3.24273 2.77356
H 1.71715 -2.23649 -1.05213
C -3.64886 -1.49391 -1.48787
H 1.77859 -0.61649 0.90590
C -1.35328 -1.97426 -0.62544
H 1.58202 -0.55845 -1.53185
H 0.41642 4.79479 2.84413
C 3.03396 1.81094 0.83293
C 0.78722 4.13282 0.82842
C 0.87228 -0.98491 0.45305
H 0.17333 -0.15802 0.50907
C 0.37468 -2.19502 1.21006
H 1.17707 -2.92723 1.29369
H 2.13533 4.72028 2.41301
H -3.07136 -3.30598 -0.50474
H 0.02620 -1.94131 2.20643
F 2.41173 1.35600 1.94628
H -0.45133 -3.74347 0.04272
C -2.63357 -2.58203 -1.19627
F 3.65298 0.70876 0.30751
F 4.01756 2.62229 1.25616
H -3.16149 -0.70722 -2.07347
H -1.61515 -1.05662 -0.10156

Entry 4:
146
Properties=species:S:1:pos:R:3 method="wB97M-V/def2-TZVPD" lumo_ev=1.969 homo_lumo_gap_ev=6.45 e_homo_ev=-4.5 total_charge=-1
H -2.98705 1.23102 5.10697
H 5.28148 5.36041 -0.18983
H -7.21442 8.53608 9.07053
H 13.45133 -7.00068 -4.76595
H 0.69904 -7.13094 -5.75063
C -6.47026 4.98915 4.81735
C 3.26025 3.30966 -0.55142
H -4.24960 -0.53478 -0.00150
H 4.21812 0.47960 -1.66840
H -0.31804 3.23565 -1.25676
H -8.82859 11.69323 7.83767
C 5.60020 2.37834 -1.36827
C -6.38757 10.15706 7.46872
O -4.85624 -1.87324 3.64872
H -5.55319 9.44874 7.47631
C 12.58302 -6.36447 -4.57105
H -4.51442 4.02555 4.77053
H -5.74642 3.27200 3.74620
H 3.11462 2.98585 -3.98654
H 6.43955 4.35159 -2.41920
H -2.17893 -3.44542 -5.41823
H -4.16762 -1.46212 -4.62474
O -5.91897 -1.15169 -0.99641
H -7.60527 -2.19016 -1.52173
C -6.32924 7.34620 4.59916
C 1.34200 -5.01154 -4.11504
H 4.73431 5.68842 -2.81702
C -4.75280 -2.02941 -3.89418
H -10.01715 9.68889 8.44635
C -0.07357 -6.50218 -5.29708
O 5.30927 -9.49628 -3.04120
H -2.85319 4.93822 3.17631
H -3.70733 6.20521 4.10817
H -8.42864 12.70400 9.24021
C -9.02924 11.85673 8.89916
H 10.36278 -9.28355 -5.15455
O -4.90675 4.94643 2.93679
H 2.09237 -5.20193 -3.34036
O -7.60675 9.45696 7.23679
H -3.78680 -0.33800 -2.45091
H 5.71780 1.78009 -0.35446
H 9.82280 -9.71048 -3.51428
C 3.83890 4.99314 -3.16590
H -5.11295 -2.94566 -4.37114
H 0.14771 1.79723 -0.11759
O 2.16988 4.09374 -0.59557
H -1.87055 -2.68370 -3.84057
H -1.70751 -4.45391 -4.03640
H 5.21522 -5.91026 -4.90131
C 9.90257 -7.05750 -2.77428
H -5.72864 8.19347 4.94021
H 6.18838 4.06662 0.83318
O -8.68716 10.72120 9.68707
H -6.12859 7.18270 3.53767
O -1.57977 1.50966 -1.50976
H -7.31715 5.17837 4.14635
C 5.66066 -6.43209 -4.04852
H -6.65418 0.97358 3.42667
C -3.68757 5.64653 3.16872
C -6.03834 -1.06712 3.70275
H -3.35952 -2.60215 4.84309
C 0.91618 1.61594 -2.31222
H 3.29238 -9.66645 -2.79543
C -4.37731 -2.21663 4.94486
H -6.83687 -2.71688 -0.00632
C -3.65851 -1.29078 -1.92440
H -3.39494 1.89149 3.50814
H -6.69949 -1.41868 2.90507
O -3.92180 -2.39408 -2.79564
H -4.39538 -2.29458 -0.13244
H 2.84621 6.71806 -3.42753
C -5.35136 4.23254 4.09366
H 1.84869 -5.04011 -5.08660
H 6.08132 -7.38614 -4.37704
H -6.83074 4.37261 5.64617
H 7.32350 -9.45224 -2.66843
C 10.94876 -5.94547 -2.90470
C -8.05136 8.74306 8.39366
C -4.53869 -1.35001 -0.67144
H 4.09700 -8.76158 -1.50349
H 10.65205 -5.21294 -3.66420
C 6.38752 -9.22310 -2.15237
H 11.76675 -6.68448 -5.22402
H -6.56156 -1.20331 4.65718
H -5.61838 -1.44192 -3.57684
H -0.31292 -5.67037 -5.96482
C -3.55168 1.04818 4.18801
Cl 8.29154 3.16123 -1.32737
H 7.21669 5.46313 0.06144
H 2.75895 -7.28684 -3.01886
H -2.60947 -1.36594 -1.61895
H -8.44642 7.78252 8.04620
C -1.55859 -3.48509 -4.51906
H -6.23696 10.86511 6.64855
H 6.40790 -8.17502 -1.84436
O 9.68245 -7.71322 -4.02795
H -6.40733 10.71574 8.40817
H -4.35690 -1.35389 5.61495
H -3.53696 6.35459 2.34855
H -5.00972 -3.00141 5.37391
H 0.22544 -3.60044 -2.88063
H 6.03828 1.64606 -2.20334
H -6.11543 -3.15204 -1.58389
H 4.98284 3.12446 -3.79571
H -10.08862 12.09642 9.04113
C 3.95882 3.36837 -3.23519
C 2.17736 0.81485 -1.57680
H 12.85233 -5.32761 -4.79549
O 3.77325 3.04261 0.83504
H 1.99494 -0.33005 -1.86900
H 3.70274 -7.81203 -4.42185
O -4.93342 0.95495 4.52328
H -3.17750 0.12888 3.72979
O 0.36591 -6.05249 -4.01842
C -0.24354 2.04739 -1.19422
H 6.47126 -5.81671 -3.64733
H 10.18841 -7.77977 -1.99977
N 3.53654 1.15900 -2.10107
C -5.71534 0.41045 3.45661
H 1.50805 -2.88315 -3.86840
H 11.02414 -5.42176 -1.94581
H 0.35795 0.85549 -3.04384
C -9.17026 9.49968 9.11735
H -2.09597 2.32651 -1.84157
N 2.68553 5.67867 -3.56208
C 0.71477 -3.63658 -3.86170
C 6.49115 3.74021 -1.42365
H 8.94953 -6.60881 -2.47865
C 4.07480 -8.93064 -2.58709
C 3.74532 -7.63762 -3.34053
H -0.97621 -7.10427 -5.15760
C 6.30608 4.75554 -0.13515
O -0.20237 -3.28416 -4.90322
O -5.98716 6.21067 5.38707
H 1.25372 2.53895 -2.94724
O 4.68126 -6.60234 -3.02768
O 12.24291 -6.48223 -3.19236
C 10.35905 -8.96336 -4.10939
H 6.30649 -9.86523 -1.26862
H 2.07807 0.81350 -0.38775
H -5.21120 0.54798 2.49307
H -9.53074 8.88314 9.94617
H 11.39314 -8.89179 -3.76401
C 3.99634 2.57325 -1.80696
H -7.38862 7.58590 4.74113
C -6.64691 -2.37492 -1.02949